Entry 1:
34
Properties=species:S:1:pos:R:3 method="wB97M-V/def2-TZVPD" charge=-1 homo_energy_ev=-4.05 fmax_ha_per_bohr=0.091 e_lumo_ev=2.7
N 2.904 -2.890 0.413
P 3.669 -1.620 -0.289
Al 2.787 0.346 0.641
C 1.440 1.312 -0.554
C 0.793 2.640 0.134
C -0.597 2.321 0.892
N -1.693 2.272 -0.129
C -2.733 1.254 0.194
C -2.099 -0.214 -0.019
C -1.677 -1.048 1.246
C -1.020 -2.450 1.103
C -0.788 -3.008 -0.328
C -1.230 -2.176 -1.570
C -1.900 -0.757 -1.457
O -2.312 0.011 -2.587
H 2.197 -2.509 1.068
H 3.544 -1.672 -1.724
H 5.071 -1.796 0.066
H 4.045 1.314 0.904
H 2.156 -0.021 2.052
H 0.637 0.603 -0.959
H 2.032 1.684 -1.482
H 0.643 3.492 -0.634
H 1.544 2.956 0.952
H -0.440 1.352 1.474
H -0.880 3.128 1.666
H -2.125 3.216 -0.110
H -3.550 1.349 -0.619
H -3.246 1.387 1.208
H -1.891 -0.548 2.252
H -0.723 -2.986 2.067
H -0.309 -4.044 -0.399
H -1.035 -2.611 -2.603
H -3.213 -0.286 -2.868


Entry 2:
12
Properties=species:S:1:pos:R:3 method="wB97M-V/def2-TZVPD" smiles="CC(=O)CC=O" homo_energy_ev=-9.82 fmax_ha_per_bohr=0.026 e_lumo_ev=0.7
C -1.334 0.227 -1.194
C -0.013 -0.350 -0.695
O 0.508 -1.326 -1.185
C 0.372 0.241 0.633
C 1.602 -0.252 1.373
O 2.114 0.380 2.267
H -1.781 0.989 -0.538
H -2.050 -0.594 -1.302
H -1.156 0.681 -2.165
H 0.295 1.329 0.705
H -0.588 -0.105 1.044
H 2.032 -1.221 1.056


Entry 3:
13
Properties=species:S:1:pos:R:3 method="wB97M-V/def2-TZVPD" homo_energy_ev=-9.23 fmax_ha_per_bohr=0.022 e_lumo_ev=0.6
N 2.940 -0.686 1.105
C 2.340 -0.490 0.133
C 1.584 -0.237 -1.058
C 0.351 0.283 -0.965
C -1.032 -0.507 0.881
C -1.615 0.799 0.480
N -0.208 0.539 0.286
H 2.038 -0.477 -2.012
H -0.228 0.510 -1.863
H -1.267 -1.359 0.244
H -0.806 -0.748 1.915
H -2.273 0.825 -0.388
H -1.824 1.547 1.241


Entry 4:
92
Properties=species:S:1:pos:R:3 method="wB97M-V/def2-TZVPD" homo_energy_ev="-8.42 / -9.54" fmax_ha_per_bohr=0.063 multiplicity=2 e_lumo_ev="0.6 / 0.4"
C 3.404 -1.491 2.649
C 2.322 -0.719 1.865
C 2.804 0.700 1.598
C 1.823 1.478 0.700
C 0.437 1.539 1.364
C -0.408 2.636 0.694
C -1.911 2.340 0.833
C -2.442 2.654 2.235
C -3.987 2.847 2.217
C -4.630 1.778 3.094
C -6.170 1.745 3.094
C -6.851 1.647 1.724
N -6.759 2.899 0.916
C -7.106 3.936 1.463
O -7.329 4.967 2.037
C -6.232 0.525 0.849
C -6.838 -0.861 1.046
C -6.138 -1.777 0.030
C -6.525 -1.494 2.428
N -8.307 -0.913 0.775
O -8.655 -1.569 -0.260
C -8.981 0.393 0.894
C -10.410 0.098 1.396
C -9.147 1.150 -0.424
C -8.336 1.272 1.964
H 4.065 -2.009 1.968
H 2.923 -2.182 3.334
H 3.980 -0.797 3.254
H 1.417 -0.735 2.463
H 2.109 -1.191 0.908
H 3.774 0.694 1.104
H 2.880 1.253 2.531
H 1.754 1.023 -0.284
H 2.177 2.497 0.549
H 0.528 1.723 2.429
H -0.039 0.588 1.152
H -0.145 2.681 -0.360
H -0.234 3.604 1.156
H -2.044 1.275 0.643
H -2.478 2.886 0.083
H -1.931 3.501 2.685
H -2.234 1.783 2.853
H -4.274 3.854 2.497
H -4.281 2.632 1.197
H -4.264 0.780 2.872
H -4.334 1.982 4.124
H -6.453 0.849 3.635
H -6.530 2.580 3.697
H -5.151 0.492 0.916
H -6.459 0.817 -0.172
H -5.081 -1.742 0.303
H -6.443 -2.808 0.131
H -6.199 -1.397 -0.982
H -5.725 -0.968 2.931
H -6.159 -2.502 2.270
H -7.419 -1.564 3.039
H -10.345 -0.516 2.289
H -10.903 1.028 1.663
H -10.984 -0.401 0.627
H -9.447 0.518 -1.251
H -8.284 1.736 -0.720
H -9.953 1.864 -0.273
H -8.991 2.130 2.095
H -8.387 0.709 2.894
C 6.551 -2.206 -3.660
C 7.029 -3.205 -2.632
O 7.463 -2.534 -1.436
C 6.514 -2.181 -0.587
O 5.340 -2.364 -0.720
C 7.142 -1.524 0.649
F 8.089 -0.640 0.317
F 7.714 -2.444 1.437
F 6.224 -0.886 1.368
H 7.328 -1.465 -3.851
H 6.301 -2.706 -4.595
H 5.669 -1.670 -3.308
H 7.897 -3.742 -3.008
H 6.265 -3.945 -2.398
C 12.059 0.161 -6.326
C 11.603 -1.256 -6.600
O 11.782 -2.093 -5.442
C 10.838 -2.017 -4.518
O 9.867 -1.322 -4.565
C 11.159 -3.003 -3.383
F 12.448 -2.944 -3.037
F 10.906 -4.262 -3.772
F 10.440 -2.768 -2.291
H 13.090 0.167 -5.970
H 11.994 0.762 -7.232
H 11.446 0.628 -5.557
H 12.212 -1.701 -7.385
H 10.567 -1.289 -6.933


Entry 5:
19
Properties=species:S:1:pos:R:3 method="wB97M-V/def2-TZVPD" smiles="CCC[C@@H](C)C=O" homo_energy_ev=-9.59 fmax_ha_per_bohr=0.016 e_lumo_ev=1.0
C 1.025 0.442 0.895
C 2.129 -0.031 -0.111
O 0.277 -1.351 -1.466
C -0.525 -1.438 -0.571
C -0.539 0.025 1.145
C -1.412 -0.333 -0.097
C -1.574 0.854 -1.035
H 1.516 0.322 1.869
H 1.012 1.525 0.710
H 2.990 0.566 0.217
H 2.432 -1.084 -0.066
H 1.964 0.217 -1.166
H -0.537 -2.313 0.121
H -0.943 0.927 1.610
H -0.711 -0.781 1.883
H -2.401 -0.768 0.150
H -1.704 0.557 -2.079
H -2.429 1.477 -0.742
H -0.676 1.472 -0.970


Entry 6:
54
Properties=species:S:1:pos:R:3 method="wB97M-V/def2-TZVPD" charge=+1 homo_energy_ev="-12.21 / -12.21" fmax_ha_per_bohr=0.073 multiplicity=2 e_lumo_ev="-2.7 / -9.4"
C 3.411 -0.061 -1.065
C 3.853 -1.412 -1.600
O 5.101 -1.220 -2.198
H 4.209 0.428 -0.507
H 2.584 -0.245 -0.380
H 3.194 0.645 -1.867
H 3.084 -1.790 -2.273
H 3.958 -2.103 -0.763
H 5.043 -0.517 -2.848
C -1.283 3.538 -4.296
C -1.054 2.600 -3.061
O 0.126 1.761 -3.138
H -0.366 4.122 -4.371
H -2.050 4.283 -4.083
H -1.537 3.115 -5.268
H -1.909 1.929 -2.969
H -1.003 3.183 -2.141
H 0.188 1.308 -2.293
C 0.539 -2.085 3.159
C 0.896 -2.036 4.681
O 2.100 -2.776 4.926
H -0.337 -1.473 2.944
H 0.409 -3.120 2.843
H 1.322 -1.558 2.614
H 0.070 -2.367 5.311
H 1.069 -1.000 4.974
H 2.189 -2.767 5.882
C -0.788 -1.524 -0.757
C -0.755 -0.176 0.018
O 0.120 0.701 -0.620
H 0.153 -2.063 -0.650
H -1.114 -1.390 -1.788
H -1.565 -2.148 -0.315
H -0.350 -0.351 1.015
H -1.734 0.276 0.181
H 0.461 1.310 0.038
C 0.623 4.391 0.553
C 1.213 3.676 1.769
O 1.257 2.271 1.492
H -0.335 4.028 0.182
H 1.303 4.304 -0.295
H 0.510 5.463 0.711
H 0.617 3.795 2.674
H 2.246 3.955 1.976
H 1.697 1.827 2.221
C -4.414 -2.281 -0.516
C -4.181 -3.491 0.343
O -3.511 -4.590 -0.329
H -3.510 -2.035 -1.073
H -4.829 -1.475 0.089
H -5.112 -2.485 -1.327
H -5.141 -3.826 0.735
H -3.548 -3.297 1.209
H -3.122 -5.249 0.251


Entry 7:
14
Properties=species:S:1:pos:R:3 method="wB97M-V/def2-TZVPD" smiles=C#C[C@H](N)CN homo_energy_ev=-9.31 fmax_ha_per_bohr=0.077 e_lumo_ev=1.0
C 1.069 -0.328 0.438
C -0.270 -0.476 -0.278
C -1.012 0.697 -0.045
C -1.611 1.735 0.172
H 1.627 1.532 0.023
H 2.149 0.512 -1.178
H 1.530 -1.387 0.514
H 0.886 -0.113 1.493
H -0.102 -0.457 -1.426
H -2.003 -1.733 -0.534
H -1.124 -1.688 1.003
H -2.021 2.845 0.012
N 1.943 0.605 -0.143
N -1.061 -1.744 -0.050


Entry 8:
82
Properties=species:S:1:pos:R:3 method="wB97M-V/def2-TZVPD" charge=+1 homo_energy_ev=-9.97 fmax_ha_per_bohr=0.004 e_lumo_ev=-2.7
Al 0.619 -0.834 0.266
C -1.921 -3.734 -1.717
C -1.520 -2.727 -0.831
N -0.255 -2.448 -0.595
C 0.720 -3.175 -1.225
C 0.405 -4.199 -2.135
C -0.962 -4.458 -2.373
C 1.461 -4.922 -2.739
C 2.750 -4.611 -2.417
C 3.064 -3.583 -1.502
C 2.072 -2.855 -0.890
N 2.189 -1.843 0.052
C 2.894 -2.022 1.233
C 4.184 -2.463 1.406
C 4.729 -2.623 2.698
C 4.011 -2.341 3.824
C 2.678 -1.883 3.697
C 1.841 -1.592 4.795
C 0.552 -1.186 4.585
C 0.091 -1.047 3.269
N 0.846 -1.303 2.220
C 2.136 -1.727 2.409
H -2.975 -3.910 -1.874
H -2.254 -2.121 -0.320
H -1.237 -5.237 -3.073
H 1.230 -5.710 -3.443
H 3.564 -5.157 -2.875
H 4.102 -3.362 -1.304
H 4.805 -2.676 0.550
H 5.749 -2.973 2.786
H 4.438 -2.463 4.811
H 2.233 -1.699 5.799
H -0.117 -0.961 5.403
H -0.916 -0.702 3.077
Se 0.351 0.255 -2.025
P 1.332 1.965 -1.103
Se 1.648 1.426 0.971
C 2.876 2.351 -1.952
C 2.890 2.392 -3.345
C 4.051 2.741 -4.012
C 5.200 3.046 -3.292
C 5.189 2.996 -1.907
C 4.028 2.646 -1.233
C 0.287 3.433 -1.257
C -0.396 3.661 -2.450
C -1.173 4.798 -2.595
C -1.276 5.707 -1.549
C -0.600 5.478 -0.360
C 0.180 4.341 -0.210
H 2.003 2.135 -3.912
H 4.062 2.770 -5.093
H 6.107 3.316 -3.816
H 6.085 3.226 -1.346
H 4.021 2.594 -0.151
H -0.338 2.944 -3.261
H -1.703 4.973 -3.522
H -1.886 6.593 -1.663
H -0.680 6.184 0.456
H 0.695 4.155 0.724
Te -1.905 0.788 0.587
C -3.498 0.185 -0.667
C -4.435 -0.784 -0.322
C -5.449 -1.115 -1.208
C -5.524 -0.491 -2.447
C -4.588 0.471 -2.793
C -3.581 0.817 -1.902
C -2.940 0.810 2.434
C -3.399 -0.347 3.060
C -4.067 -0.268 4.273
C -4.267 0.968 4.875
C -3.796 2.120 4.265
C -3.137 2.043 3.044
H -4.398 -1.276 0.641
H -6.184 -1.859 -0.928
H -6.316 -0.751 -3.137
H -4.645 0.965 -3.754
H -2.859 1.578 -2.173
H -3.224 -1.321 2.617
H -4.427 -1.170 4.749
H -4.788 1.030 5.822
H -3.947 3.084 4.732
H -2.784 2.950 2.567